[1]
Here is a structure of composition C31H52F7I2NO12P from OMol25. Energies are from the ωB97M-V functional and the def2-TZVPD basis.

ORCA input file:
```
! wB97M-V def2-TZVPD RIJCOSX def2/J DEFGRID3
* xyz 1 1
C 1.922 3.470 0.301
C 0.922 2.273 0.252
I -0.518 2.774 -1.263
C 0.298 2.076 1.636
I 1.893 1.842 3.094
P -0.863 0.660 1.800
C -1.227 0.468 3.557
C -2.446 1.090 1.023
C -3.685 0.334 1.575
C -4.845 1.305 1.875
C -5.919 1.245 0.800
N -6.885 0.175 1.012
C -7.745 -0.173 0.028
C -8.533 -1.171 0.475
C -8.136 -1.428 1.790
C -7.122 -0.607 2.107
C -0.214 -0.924 1.003
F -0.905 -1.043 -0.146
F 1.074 -0.838 0.674
C -0.465 -2.238 1.785
F -1.772 -2.370 2.021
F -0.101 -3.223 0.956
C 0.354 -2.407 3.114
F -0.479 -2.417 4.156
F 1.008 -3.559 3.091
F 1.229 -1.407 3.285
H 1.857 4.023 -0.623
H 2.935 3.137 0.470
H 1.595 4.166 1.064
H 1.488 1.419 -0.090
H -0.255 2.956 1.940
H -0.329 0.306 4.138
H -1.901 -0.358 3.736
H -1.680 1.409 3.848
H -2.522 2.167 1.117
H -2.383 0.906 -0.040
H -4.026 -0.313 0.776
H -3.464 -0.317 2.409
H -4.516 2.338 1.911
H -5.252 1.095 2.855
H -5.436 1.130 -0.165
H -6.460 2.186 0.771
H -7.777 0.300 -0.934
H -9.302 -1.672 -0.071
H -8.576 -2.157 2.444
H -6.558 -0.527 3.009
C -0.401 -6.776 2.568
C -1.305 -6.735 1.353
O -2.362 -7.695 1.435
C -3.352 -7.378 2.270
O -3.438 -6.362 2.910
O -4.236 -8.369 2.258
C -5.329 -8.200 3.166
H -0.006 -7.781 2.718
H 0.434 -6.086 2.441
H -0.939 -6.499 3.473
H -0.737 -7.002 0.463
H -1.722 -5.740 1.191
H -5.834 -7.252 2.996
H -4.975 -8.259 4.193
H -6.020 -9.015 2.976
C 3.310 -0.022 -5.906
C 1.956 0.342 -5.334
O 1.777 1.763 -5.229
C 1.547 2.399 -6.380
O 1.458 1.893 -7.464
O 1.429 3.701 -6.112
C 1.256 4.521 -7.275
H 4.107 0.437 -5.319
H 3.445 -1.103 -5.899
H 3.412 0.328 -6.931
H 1.875 -0.033 -4.314
H 1.143 -0.094 -5.913
H 0.412 4.182 -7.870
H 2.164 4.517 -7.875
H 1.064 5.530 -6.921
C 4.035 -3.047 2.036
C 4.722 -3.930 1.015
O 6.147 -3.861 1.117
C 6.675 -4.513 2.156
O 6.064 -5.151 2.971
O 7.992 -4.342 2.123
C 8.691 -4.933 3.223
H 4.393 -2.018 1.951
H 2.961 -3.060 1.882
H 4.241 -3.381 3.052
H 4.487 -3.585 0.009
H 4.392 -4.966 1.093
H 8.457 -5.991 3.312
H 8.444 -4.414 4.147
H 9.751 -4.815 3.018
C 0.804 6.645 -3.125
C 2.194 6.808 -3.703
O 2.514 8.181 -3.954
C 2.795 8.907 -2.872
O 2.827 8.503 -1.738
O 3.049 10.151 -3.264
C 3.302 11.068 -2.195
H 0.061 7.111 -3.774
H 0.564 5.588 -3.016
H 0.722 7.118 -2.147
H 2.251 6.314 -4.671
H 2.954 6.361 -3.061
H 4.105 10.711 -1.555
H 2.396 11.223 -1.611
H 3.597 12.007 -2.654
*
```

Properties
**Kohn-Sham gap**: 6.760 eV
**LUMO energy**: -3.5985 eV
**Maximum force**: 0.0355 hartree/bohr


[2]
Here is a cluster of 4 separate species, C15H26N4O5 in total from OMol25. Energies are from the ωB97M-V functional and the def2-TZVPD basis.

ORCA input file:
```
! wB97M-V def2-TZVPD RIJCOSX def2/J DEFGRID3
* xyz 0 1
O 44.431 -36.225 -7.938
N 43.657 -35.370 -8.493
O 42.887 -34.604 -7.939
C 43.301 -35.728 -9.865
C 43.981 -36.929 -10.614
C 43.605 -37.425 -12.012
C 42.459 -36.651 -12.590
C 41.734 -35.613 -12.002
C 42.018 -35.125 -10.532
H 44.934 -37.327 -10.071
H 44.274 -38.272 -12.506
H 42.253 -36.818 -13.597
H 40.797 -35.250 -12.332
H 41.669 -34.119 -10.135
C 35.343 -35.855 -12.559
N 36.605 -35.143 -12.244
C 37.650 -35.741 -11.428
C 36.947 -34.159 -13.230
O 38.136 -33.751 -13.310
H 35.022 -36.378 -11.525
H 35.294 -36.582 -13.417
H 34.552 -35.161 -12.953
H 38.348 -36.264 -11.978
H 37.215 -36.400 -10.589
H 38.125 -35.031 -10.806
H 36.078 -33.916 -13.823
C 32.547 -35.062 -10.138
N 33.042 -33.666 -9.896
C 34.437 -33.410 -10.073
C 32.153 -32.681 -9.489
O 32.439 -31.500 -9.319
H 32.861 -35.202 -11.097
H 31.427 -35.128 -10.146
H 33.158 -35.794 -9.506
H 34.985 -33.432 -9.039
H 34.629 -32.593 -10.710
H 35.130 -34.253 -10.606
H 31.143 -32.836 -9.434
C 32.140 -40.522 -14.581
N 31.848 -39.672 -13.423
C 30.732 -40.046 -12.491
C 32.725 -38.574 -13.210
O 32.455 -37.698 -12.390
H 31.448 -41.230 -14.909
H 32.898 -41.385 -14.149
H 32.610 -40.112 -15.584
H 29.772 -40.064 -12.867
H 30.830 -39.480 -11.528
H 30.844 -40.912 -12.049
H 33.659 -38.554 -13.879
*
```

Properties
**SMILES**: O=[N+]([O-])c1ccccc1.CN(C)C=O.CN(C)C=O.CN(C)C=O
**Kohn-Sham gap**: 7.898 eV
**LUMO energy**: -1.0989 eV
**Maximum force**: 0.1310 hartree/bohr


[3]
Here is a structure of composition C31H34IrN7O4 from OMol25. Energies are from the ωB97M-V functional and the def2-TZVPD basis.

ORCA input file:
```
! wB97M-V def2-TZVPD RIJCOSX def2/J DEFGRID3
* xyz 2 1
Ir 0.323 -0.051 0.322
O -2.891 -6.113 -3.129
N -1.883 -5.452 -3.181
O -0.949 -5.628 -3.936
C -1.723 -4.392 -2.154
C -2.347 -4.602 -0.984
C -2.185 -3.671 0.094
C -2.801 -3.833 1.345
C -2.576 -2.899 2.323
C -1.726 -1.825 2.048
N -1.141 -1.645 0.873
C -1.374 -2.553 -0.100
C -0.776 -2.300 -1.383
N -0.102 -1.125 -1.504
C 0.442 -0.851 -2.680
C 0.343 -1.706 -3.777
C -0.333 -2.892 -3.667
C -0.925 -3.219 -2.430
H -2.958 -5.485 -0.853
H -3.441 -4.688 1.525
H -3.027 -2.981 3.301
H -1.502 -1.100 2.820
H 0.983 0.078 -2.760
H 0.813 -1.420 -4.707
H -0.406 -3.566 -4.504
C 3.960 -1.199 2.206
C 2.638 -0.632 1.835
N 1.783 -1.227 1.037
O 2.239 -2.394 0.419
C 2.194 0.621 2.364
C 2.946 1.406 3.383
N 1.054 1.042 1.836
O 0.556 2.159 2.133
H 4.245 -2.022 1.560
H 3.935 -1.552 3.240
H 4.706 -0.406 2.158
H 1.583 -3.064 0.652
H 3.230 0.777 4.228
H 2.333 2.226 3.745
H 3.862 1.827 2.961
C 0.929 5.064 -2.679
N 0.041 4.071 -1.998
C -0.390 3.031 -2.967
C 0.626 3.485 -0.703
C 1.751 2.522 -0.910
C 2.947 3.126 -1.329
C 4.077 2.403 -1.640
C 4.020 1.025 -1.517
C 2.877 0.422 -1.021
C 1.707 1.123 -0.663
H 0.402 5.444 -3.551
H 1.839 4.556 -2.980
H 1.148 5.873 -1.987
H -0.786 4.584 -1.695
H 0.505 2.628 -3.432
H -1.030 3.492 -3.715
H -0.920 2.258 -2.427
H -0.200 3.039 -0.183
H 0.944 4.367 -0.148
H 2.986 4.207 -1.403
H 4.979 2.901 -1.968
H 4.882 0.419 -1.763
H 2.901 -0.655 -0.914
N -1.624 1.085 0.935
C -2.964 0.843 0.431
C -4.058 1.084 1.251
C -5.341 0.846 0.779
C -5.535 0.365 -0.508
C -4.439 0.100 -1.316
C -3.153 0.326 -0.841
H -1.610 0.935 1.939
H -1.335 2.053 0.868
H -3.913 1.475 2.252
H -6.191 1.044 1.418
H -6.536 0.182 -0.874
H -4.583 -0.305 -2.309
H -2.297 0.040 -1.434
*
```

Properties
**Kohn-Sham gap**: 7.420 eV
**LUMO energy**: -6.0282 eV
**Maximum force**: 0.0233 hartree/bohr


[4]
Here is an isolated molecule of C9H15N3O2 from OMol25. Energies are from the ωB97M-V functional and the def2-TZVPD basis.

ORCA input file:
```
! wB97M-V def2-TZVPD RIJCOSX def2/J DEFGRID3
* xyz 0 1
C 0.729 0.881 2.637
C 0.937 0.731 1.145
C -0.100 1.102 0.330
C -1.491 1.605 0.829
C -0.091 0.704 -1.123
C -0.093 1.987 -2.076
C 1.161 -0.010 -1.457
C 1.125 -1.393 -1.540
C -0.103 -2.101 -1.136
N 0.014 -3.459 -0.843
N -1.132 -4.331 -1.026
N -1.175 -1.391 -1.020
O -2.257 -1.774 -0.530
O -1.158 -0.142 -1.560
H 1.711 1.099 3.077
H 0.455 -0.046 3.140
H -0.010 1.562 2.822
H 1.838 0.122 0.744
H -1.338 2.263 1.621
H -2.104 0.621 1.029
H -1.949 1.967 -0.035
H -0.981 2.572 -2.061
H 0.078 1.636 -3.175
H 0.733 2.677 -1.833
H 2.176 0.401 -1.504
H 2.015 -2.054 -1.544
H 0.904 -3.924 -0.980
H -1.163 -4.831 -1.981
H -1.904 -3.682 -1.072
*
```

Properties
**SMILES**: C/C=C(\C)[C@@]1(C)C=CC(NN)=[N+]([O-])O1
**Kohn-Sham gap (alpha / beta)**: 7.892 / 7.891 eV
**LUMO energy (alpha / beta)**: 0.3779 / 0.3777 eV
**Maximum force**: 0.0907 hartree/bohr


[5]
Here is a structure of composition C20H40NP3PbSSe from OMol25. Energies are from the ωB97M-V functional and the def2-TZVPD basis.

ORCA input file:
```
! wB97M-V def2-TZVPD RIJCOSX def2/J DEFGRID3
* xyz 4 1
Pb 0.143 -0.009 -0.130
P -1.428 -0.664 2.145
P 1.550 -2.401 -0.673
P -1.985 -0.763 -1.812
H 1.118 2.609 -1.440
C 0.051 2.404 -1.476
C -0.750 2.660 -0.399
H -0.339 3.091 0.517
C -0.811 -0.080 3.769
C -1.701 -2.452 2.389
C -3.078 0.092 2.042
C 2.520 -2.055 -2.182
C 2.747 -2.850 0.630
C 0.475 -3.841 -0.961
C -3.183 0.571 -2.127
C -2.985 -2.215 -1.327
C -1.241 -1.136 -3.425
H -0.351 2.133 -2.452
H -1.839 2.628 -0.475
H -0.536 0.983 3.686
H 0.099 -0.636 4.045
H -1.591 -0.222 4.534
H -0.730 -2.946 2.526
H -2.174 -2.874 1.495
H -2.330 -2.633 3.268
H -2.954 1.177 1.953
H -3.657 -0.142 2.942
H -3.591 -0.277 1.148
H 3.126 -2.924 -2.454
H 3.173 -1.187 -2.001
H 1.837 -1.796 -3.007
H 3.304 -3.743 0.319
H 2.185 -3.059 1.557
H 3.426 -2.001 0.816
H 1.084 -4.731 -1.135
H -0.179 -3.658 -1.823
H -0.150 -3.992 -0.070
H -3.909 0.259 -2.886
H -2.648 1.468 -2.471
H -3.703 0.825 -1.190
H -3.671 -2.514 -2.127
H -3.561 -1.971 -0.422
H -2.328 -3.063 -1.084
H -2.003 -1.269 -4.196
H -0.627 -2.040 -3.358
H -0.585 -0.309 -3.718
C 2.680 2.359 -5.450
C 2.008 3.251 -4.594
C 1.706 4.541 -5.023
C 2.093 4.975 -6.295
C 2.787 4.103 -7.142
C 3.087 2.803 -6.729
Se 3.017 0.549 -4.905
H 2.457 0.777 -3.497
H 1.723 2.912 -3.597
H 1.164 5.204 -4.350
H 1.857 5.982 -6.620
H 3.098 4.432 -8.131
H 3.629 2.116 -7.386
S 3.623 2.514 2.708
C 3.440 0.902 3.315
C 2.499 0.211 2.603
N 1.935 0.940 1.551
C 2.428 2.184 1.495
H 3.992 0.499 4.143
H 2.162 -0.806 2.785
H 2.114 2.938 0.780
*
```

Properties
**Kohn-Sham gap (alpha / beta)**: 5.793 / 5.330 eV
**LUMO energy (alpha / beta)**: -14.0849 / -13.8322 eV
**Maximum force**: 0.0371 hartree/bohr


> Among the records above, which one has the lowest maximum force?

C31H34IrN7O4


What did the fifth record say?
Here is a structure of composition C20H40NP3PbSSe from OMol25. Energies are from the ωB97M-V functional and the def2-TZVPD basis.

ORCA input file:
```
! wB97M-V def2-TZVPD RIJCOSX def2/J DEFGRID3
* xyz 4 1
Pb 0.143 -0.009 -0.130
P -1.428 -0.664 2.145
P 1.550 -2.401 -0.673
P -1.985 -0.763 -1.812
H 1.118 2.609 -1.440
C 0.051 2.404 -1.476
C -0.750 2.660 -0.399
H -0.339 3.091 0.517
C -0.811 -0.080 3.769
C -1.701 -2.452 2.389
C -3.078 0.092 2.042
C 2.520 -2.055 -2.182
C 2.747 -2.850 0.630
C 0.475 -3.841 -0.961
C -3.183 0.571 -2.127
C -2.985 -2.215 -1.327
C -1.241 -1.136 -3.425
H -0.351 2.133 -2.452
H -1.839 2.628 -0.475
H -0.536 0.983 3.686
H 0.099 -0.636 4.045
H -1.591 -0.222 4.534
H -0.730 -2.946 2.526
H -2.174 -2.874 1.495
H -2.330 -2.633 3.268
H -2.954 1.177 1.953
H -3.657 -0.142 2.942
H -3.591 -0.277 1.148
H 3.126 -2.924 -2.454
H 3.173 -1.187 -2.001
H 1.837 -1.796 -3.007
H 3.304 -3.743 0.319
H 2.185 -3.059 1.557
H 3.426 -2.001 0.816
H 1.084 -4.731 -1.135
H -0.179 -3.658 -1.823
H -0.150 -3.992 -0.070
H -3.909 0.259 -2.886
H -2.648 1.468 -2.471
H -3.703 0.825 -1.190
H -3.671 -2.514 -2.127
H -3.561 -1.971 -0.422
H -2.328 -3.063 -1.084
H -2.003 -1.269 -4.196
H -0.627 -2.040 -3.358
H -0.585 -0.309 -3.718
C 2.680 2.359 -5.450
C 2.008 3.251 -4.594
C 1.706 4.541 -5.023
C 2.093 4.975 -6.295
C 2.787 4.103 -7.142
C 3.087 2.803 -6.729
Se 3.017 0.549 -4.905
H 2.457 0.777 -3.497
H 1.723 2.912 -3.597
H 1.164 5.204 -4.350
H 1.857 5.982 -6.620
H 3.098 4.432 -8.131
H 3.629 2.116 -7.386
S 3.623 2.514 2.708
C 3.440 0.902 3.315
C 2.499 0.211 2.603
N 1.935 0.940 1.551
C 2.428 2.184 1.495
H 3.992 0.499 4.143
H 2.162 -0.806 2.785
H 2.114 2.938 0.780
*
```

Properties
**Kohn-Sham gap (alpha / beta)**: 5.793 / 5.330 eV
**LUMO energy (alpha / beta)**: -14.0849 / -13.8322 eV
**Maximum force**: 0.0371 hartree/bohr


> Which of these has the highest maximum force?

C15H26N4O5